[1]
{
  "formula": "C22H31N3O2",
  "method": "ωB97M-V with the def2-TZVPD basis set",
  "elements": ["C", "C", "C", "C", "C", "O", "N", "C", "C", "N", "C", "O", "C", "C", "C", "C", "C", "C", "C", "C", "C", "C", "C", "C", "C", "N", "C", "H", "H", "H", "H", "H", "H", "H", "H", "H", "H", "H", "H", "H", "H", "H", "H", "H", "H", "H", "H", "H", "H", "H", "H", "H", "H", "H", "H", "H", "H", "H"],
  "positions_angstrom": [[-4.456017, -2.031639, -2.184685], [-3.162240, -1.311823, -2.001196], [-1.894316, -1.805167, -1.870644], [-1.007722, -0.694671, -1.749560], [0.470139, -0.699732, -1.654660], [1.158552, -0.015041, -2.400654], [1.032343, -1.503744, -0.691395], [2.477935, -1.577904, -0.607004], [3.049283, -0.871228, 0.647118], [2.158691, 0.140196, 1.194516], [1.872736, 1.261993, 0.463302], [0.830591, 1.888982, 0.604331], [2.862263, 1.807038, -0.501996], [4.026187, 1.524789, -1.104654], [4.016398, 2.770995, -1.956119], [2.652405, 3.089056, -1.272066], [1.160197, -0.366612, 2.154937], [0.793754, 0.654564, 3.231359], [-0.115624, 0.019263, 4.281090], [-1.360862, -0.585125, 3.637506], [-0.980065, -1.595536, 2.560358], [-0.078904, -0.976705, 1.492795], [0.275913, -2.029799, 0.439933], [-1.770077, 0.447721, -1.814556], [-1.375690, 1.883241, -1.757606], [-3.079648, 0.062206, -1.949726], [-4.192744, 0.978306, -2.059711], [-4.261178, -3.099901, -2.259164], [-5.138517, -1.877466, -1.345060], [-4.973810, -1.722766, -3.095491], [-1.626432, -2.849693, -1.899826], [2.787747, -2.626555, -0.601772], [2.866633, -1.107668, -1.506820], [3.235499, -1.591836, 1.442816], [4.012025, -0.429555, 0.406273], [4.737023, 0.711831, -1.050470], [4.816426, 3.484306, -1.753692], [3.954880, 2.595395, -3.030705], [1.794222, 3.073638, -1.942938], [2.629263, 3.996982, -0.669506], [1.681424, -1.182086, 2.672348], [1.715267, 1.018593, 3.692368], [0.293831, 1.507621, 2.776391], [0.428515, -0.764430, 4.820921], [-0.399589, 0.769938, 5.021342], [-1.988006, -1.060488, 4.394964], [-1.956613, 0.214381, 3.185043], [-0.455378, -2.439377, 3.027908], [-1.874026, -2.006735, 2.083579], [-0.625094, -0.172936, 0.989741], [-0.643681, -2.493533, 0.092845], [0.882471, -2.822317, 0.891674], [-0.294426, 1.960488, -1.812426], [-1.808068, 2.442179, -2.590870], [-1.691490, 2.356920, -0.825119], [-4.065660, 1.805609, -1.363689], [-4.279887, 1.383419, -3.070143], [-5.116838, 0.462412, -1.811522]],
  "atomic_forces_ev_per_a": [[0.031, 0.014, 0.006], [-0.029, -0.041, -0.003], [-0.044, -0.018, 0.001], [-0.043, 0.028, -0.018], [0.024, 0.114, 0.043], [-0.023, -0.050, 0.004], [0.049, -0.137, -0.057], [0.009, 0.071, -0.040], [0.018, 0.024, 0.009], [-0.109, -0.099, -0.077], [0.045, 0.110, 0.078], [0.020, -0.001, 0.031], [-0.019, -0.054, -0.174], [0.011, 0.087, 0.127], [0.011, -0.034, 0.010], [0.004, 0.026, 0.005], [0.030, 0.040, 0.037], [-0.001, -0.031, 0.021], [0.005, 0.002, -0.013], [0.018, -0.005, 0.002], [0.012, 0.026, 0.002], [0.013, -0.014, -0.041], [0.027, 0.086, 0.047], [0.009, 0.025, -0.057], [-0.010, -0.038, 0.004], [0.035, -0.008, 0.053], [-0.018, 0.017, -0.007], [-0.003, 0.000, 0.003], [-0.003, 0.005, 0.001], [0.001, -0.003, -0.005], [-0.006, -0.001, -0.007], [0.010, -0.021, 0.011], [-0.023, -0.013, 0.003], [-0.025, -0.016, -0.010], [0.036, 0.002, 0.051], [-0.020, -0.021, -0.033], [0.001, 0.006, -0.007], [0.000, -0.017, 0.000], [0.007, -0.001, -0.001], [-0.013, -0.002, -0.005], [-0.031, -0.033, 0.010], [-0.006, 0.029, -0.003], [-0.004, -0.015, -0.010], [0.000, -0.015, -0.009], [0.008, -0.006, 0.013], [-0.006, 0.004, 0.000], [0.001, 0.003, -0.005], [0.000, -0.008, -0.004], [-0.007, 0.001, 0.000], [-0.009, 0.008, -0.005], [0.010, -0.024, 0.003], [-0.003, 0.001, 0.015], [-0.001, 0.000, 0.011], [0.012, 0.003, -0.005], [-0.011, 0.003, 0.003], [0.003, -0.002, -0.002], [0.003, -0.003, -0.002], [0.005, -0.005, -0.001]],
  "lowdin_charge": [-0.039, -0.280, -0.005, -0.107, -0.387, 0.065, -0.030, -0.107, -0.109, 0.009, -0.382, 0.068, -0.142, -0.019, -0.140, -0.111, -0.238, -0.138, -0.196, -0.196, -0.160, -0.243, -0.100, -0.209, -0.007, -0.062, -0.013, 0.079, 0.078, 0.080, 0.115, 0.122, 0.109, 0.118, 0.096, 0.098, 0.102, 0.107, 0.105, 0.114, 0.149, 0.123, 0.109, 0.113, 0.109, 0.108, 0.118, 0.124, 0.118, 0.147, 0.103, 0.138, 0.054, 0.086, 0.087, 0.091, 0.099, 0.082],
  "homo_lumo_gap_ev": 8.54,
  "e_homo_ha": -0.2854,
  "spin_multiplicity": 1,
  "de_lowest_ev": 1.751,
  "smiles": "Cc1cc(C(=O)N2CCN(C(=O)C3=CCC3)[C@H]3CCCC[C@@H]3C2)c(C)n1C"
}

[2]
{
  "formula": "C22H31N3O6",
  "method": "ωB97M-V with the def2-TZVPD basis set",
  "elements": ["C", "C", "O", "C", "O", "N", "C", "C", "N", "C", "O", "C", "C", "C", "N", "C", "O", "C", "C", "C", "O", "C", "C", "C", "O", "C", "C", "C", "C", "C", "C", "H", "H", "H", "H", "H", "H", "H", "H", "H", "H", "H", "H", "H", "H", "H", "H", "H", "H", "H", "H", "H", "H", "H", "H", "H", "H", "H", "H", "H", "H", "H"],
  "positions_angstrom": [[5.958451, 4.110844, -1.037188], [5.819640, 3.261527, 0.212070], [5.335255, 1.974516, -0.174503], [5.255323, 1.067369, 0.819308], [5.548837, 1.287229, 1.971305], [4.818300, -0.128115, 0.357156], [4.581080, -1.215195, 1.274627], [3.127951, -1.682403, 1.181294], [2.771368, -1.951977, -0.201425], [1.536141, -2.306492, -0.643229], [1.329245, -2.481991, -1.830397], [0.445856, -2.443542, 0.412424], [-0.283740, -1.097810, 0.565388], [-1.149006, -0.799131, -0.663088], [-2.103061, -1.862439, -0.855133], [-3.416303, -1.812113, -0.537102], [-4.115259, -2.809665, -0.480437], [-4.000619, -0.453698, -0.293514], [-4.651187, -0.226179, 0.915493], [-5.270704, 0.994573, 1.137112], [-5.931504, 1.337249, 2.277312], [-6.054939, 0.371703, 3.294168], [-5.242835, 1.982283, 0.150214], [-4.610261, 1.743916, -1.058775], [-4.537331, 2.636332, -2.083353], [-5.180173, 3.879574, -1.937671], [-3.983978, 0.514816, -1.280112], [-1.473279, -3.140770, -1.111558], [-0.568287, -3.540230, 0.053380], [3.813682, -1.714879, -1.181806], [4.385615, -0.311960, -1.016072], [6.320955, 5.098267, -0.767317], [6.659886, 3.650101, -1.727384], [4.996475, 4.207445, -1.533159], [5.113493, 3.708901, 0.920858], [6.780968, 3.140917, 0.723237], [4.791314, -0.843923, 2.279737], [5.264564, -2.044048, 1.061330], [3.012920, -2.585532, 1.792398], [2.480488, -0.899460, 1.591423], [0.902836, -2.710467, 1.368358], [0.430696, -0.284733, 0.708805], [-0.928549, -1.145230, 1.446328], [-1.665470, 0.151290, -0.529283], [-0.514417, -0.741695, -1.553644], [-4.668012, -1.016569, 1.647746], [-6.647125, 0.842866, 4.077185], [-5.078269, 0.089104, 3.700368], [-6.572152, -0.523577, 2.936286], [-5.740288, 2.912531, 0.368358], [-5.010096, 4.410266, -2.873177], [-4.754690, 4.457630, -1.110941], [-6.256350, 3.758681, -1.779923], [-3.511716, 0.336485, -2.232835], [-2.263585, -3.880832, -1.245263], [-0.880487, -3.060245, -2.025545], [-0.040612, -4.459377, -0.204061], [-1.188642, -3.733628, 0.931688], [4.602660, -2.466802, -1.082074], [3.356158, -1.821752, -2.167303], [3.622089, 0.435052, -1.261671], [5.230707, -0.164990, -1.696437]],
  "atomic_forces_ev_per_a": [[-0.116, -0.401, 0.243], [0.188, 0.437, 0.223], [-0.084, -0.190, -0.179], [0.034, -0.100, -0.007], [0.118, 0.266, 0.323], [-0.086, -0.008, -0.114], [-0.096, -0.054, 0.249], [0.011, -0.015, 0.457], [0.329, 0.111, -0.112], [-0.003, -0.083, 0.466], [-0.263, -0.119, -0.400], [-0.068, -0.104, 0.014], [0.052, 0.019, -0.193], [0.216, 0.421, 0.290], [0.114, -0.047, -0.188], [-0.023, 0.017, -0.065], [-0.220, -0.081, 0.146], [-0.309, 0.367, -0.172], [-0.077, -0.034, 0.300], [0.129, -0.056, -0.126], [0.081, 0.182, -0.343], [-0.012, -0.175, 0.179], [-0.083, 0.176, -0.049], [0.030, -0.138, 0.140], [0.106, -0.343, 0.055], [-0.102, 0.212, 0.028], [-0.038, -0.051, 0.038], [-0.107, -0.534, -0.133], [0.110, 0.136, -0.216], [0.092, 0.165, -0.313], [-0.038, 0.014, -0.390], [0.035, 0.108, 0.008], [0.084, 0.011, -0.095], [-0.078, 0.071, -0.081], [0.137, -0.086, -0.073], [-0.175, 0.026, -0.046], [-0.048, -0.156, -0.134], [-0.056, 0.035, 0.092], [0.003, 0.124, 0.013], [0.062, -0.082, 0.054], [-0.006, 0.064, -0.068], [0.020, 0.053, 0.063], [0.004, 0.047, 0.028], [0.135, -0.122, -0.056], [-0.077, 0.096, 0.033], [-0.056, -0.073, 0.090], [0.050, -0.075, -0.030], [-0.039, -0.001, -0.030], [0.031, 0.028, 0.010], [-0.047, 0.132, -0.015], [-0.040, 0.002, 0.090], [-0.027, -0.028, -0.025], [0.038, 0.003, 0.006], [0.098, -0.024, -0.124], [0.128, 0.094, -0.008], [-0.119, -0.030, 0.106], [-0.026, -0.061, 0.038], [0.001, -0.032, 0.017], [-0.034, 0.028, -0.074], [0.188, 0.017, 0.162], [0.058, -0.126, -0.072], [-0.128, -0.034, -0.027]],
  "lowdin_charge": [-0.065, -0.224, -0.005, -0.548, 0.092, -0.031, -0.114, -0.117, -0.032, -0.416, 0.058, -0.225, -0.103, -0.131, -0.037, -0.418, 0.073, -0.140, 0.034, -0.258, -0.079, -0.087, 0.060, -0.259, -0.078, -0.088, 0.032, -0.128, -0.104, -0.115, -0.107, 0.077, 0.077, 0.076, 0.128, 0.127, 0.129, 0.129, 0.128, 0.126, 0.126, 0.113, 0.127, 0.117, 0.132, 0.114, 0.092, 0.095, 0.098, 0.115, 0.093, 0.095, 0.097, 0.135, 0.124, 0.120, 0.124, 0.125, 0.131, 0.125, 0.135, 0.131],
  "homo_lumo_gap_ev": 8.92,
  "e_homo_ha": -0.3087,
  "spin_multiplicity": 1,
  "de_lowest_ev": 1.181,
  "smiles": "CCOC(=O)N1CCN(C(=O)C2CCN(C(=O)c3cc(OC)cc(OC)c3)CC2)CC1"
}